# 1
{"formula": "C4H16O3", "method": "ωB97M-V/def2-TZVPD", "species": ["O", "O", "O", "C", "C", "C", "C", "H", "H", "H", "H", "H", "H", "H", "H", "H", "H", "H", "H", "H", "H", "H", "H"], "coordinates": [[-4.145, -1.293, 1.165], [2.549, -0.128, 3.950], [-1.699, 3.761, -0.946], [2.499, 0.044, -1.003], [0.999, -0.001, -1.292], [-1.107, -1.405, -1.067], [0.272, -1.076, -0.480], [0.552, 0.968, -1.051], [-1.606, -0.491, -1.388], [2.751, 0.772, 4.225], [3.152, 0.160, -1.867], [2.808, 0.880, -0.368], [-1.001, 3.391, -0.387], [-4.557, -1.420, 0.299], [2.828, -0.854, -0.471], [-1.061, -2.134, -1.873], [-1.765, -1.814, -0.299], [0.812, -0.128, -2.363], [-1.900, 4.621, -0.555], [0.160, -0.740, 0.555], [2.024, -0.488, 4.682], [0.883, -1.981, -0.486], [-3.448, -0.646, 1.019]], "forces_ev_per_angstrom": [[-0.1, -0.1, -0.2], [-0.2, -0.1, 0.3], [0.2, 0.0, 0.2], [0.7, 0.2, 0.4], [0.1, 0.3, 0.1], [-0.2, 0.2, 0.8], [-0.2, 0.0, -0.6], [0.0, 0.0, -0.1], [0.0, 0.1, -0.4], [0.0, 0.0, 0.0], [-0.3, -0.2, -0.3], [-0.4, -0.1, 0.1], [-0.2, 0.1, -0.2], [0.2, 0.1, 0.3], [0.0, 0.0, -0.1], [0.0, 0.2, -0.2], [0.1, -0.3, 0.0], [0.0, -0.2, 0.1], [0.0, -0.1, -0.1], [0.2, -0.1, 0.0], [0.2, 0.1, -0.3], [0.0, 0.0, 0.2], [0.0, 0.0, 0.0]], "mulliken_charge": [-0.648, -0.635, -0.629, -1.152, -0.092, -1.153, -0.343, -0.005, 0.302, 0.316, 0.319, 0.294, 0.308, 0.323, 0.314, 0.323, 0.309, 0.327, 0.320, 0.246, 0.320, 0.321, 0.315], "e_tot_ev": -10549.71442, "smiles": "CCCC.O.O.O", "homo_lumo_gap_ha": 0.432, "lumo_energy_ha": 0.02053}

# 2
{"formula": "C4H16O3S", "method": "ωB97M-V/def2-TZVPD", "species": ["S", "O", "O", "O", "C", "C", "C", "C", "H", "H", "H", "H", "H", "H", "H", "H", "H", "H", "H", "H", "H", "H", "H", "H"], "coordinates": [[-0.160, 2.585, 1.881], [-0.342, -3.089, 0.326], [-2.853, -3.123, -1.315], [3.263, -1.048, 1.041], [0.770, 0.581, -1.023], [-0.361, 1.625, -0.812], [-0.951, 1.546, 0.581], [0.876, 0.000, -2.432], [-0.904, 0.519, 0.935], [-2.786, -2.401, -0.667], [0.626, 0.627, -3.291], [-0.489, -3.029, -0.640], [0.218, -0.861, -2.561], [0.999, 1.883, 1.849], [-3.320, -2.779, -2.082], [3.119, -1.520, 0.220], [1.724, 0.943, -0.638], [-0.965, -3.813, 0.433], [-1.090, 1.374, -1.585], [-2.016, 1.788, 0.562], [1.908, -0.304, -2.622], [0.024, 2.625, -1.007], [0.648, -0.292, -0.367], [2.349, -0.870, 1.337]], "forces_ev_per_angstrom": [[0.2, -0.6, -0.6], [-0.5, -0.2, -1.3], [0.2, 0.2, 0.4], [-0.8, 0.3, 0.3], [0.0, 0.0, 0.5], [0.9, -0.9, -0.3], [-0.5, -0.1, 0.4], [0.4, 0.0, -0.5], [0.0, -0.1, 0.1], [-0.2, -0.2, -0.4], [0.0, 0.6, 0.4], [0.6, 0.5, 0.4], [0.1, -0.2, 0.2], [-0.3, 0.3, 0.1], [0.0, 0.1, 0.1], [0.1, -0.2, -0.3], [0.2, 0.4, -0.5], [-0.1, -0.3, 0.9], [-0.4, 0.3, 0.2], [0.1, 0.3, 0.2], [-0.1, -0.3, 0.0], [-0.1, 0.1, -0.1], [-0.6, 0.1, 0.0], [0.7, -0.1, 0.0]], "mulliken_charge": [-0.179, -0.635, -0.642, -0.632, 0.235, -0.505, -0.831, -1.426, 0.328, 0.340, 0.371, 0.312, 0.305, 0.097, 0.303, 0.312, 0.449, 0.315, 0.361, 0.359, 0.358, 0.299, -0.208, 0.314], "e_tot_ev": -21384.87640, "smiles": "CCCCS.O.O.O", "homo_lumo_gap_ha": 0.345, "lumo_energy_ha": 0.00871}

# 3
{"formula": "C4H16O3S", "method": "ωB97M-V/def2-TZVPD", "species": ["S", "O", "O", "O", "C", "C", "C", "C", "H", "H", "H", "H", "H", "H", "H", "H", "H", "H", "H", "H", "H", "H", "H", "H"], "coordinates": [[0.837, 0.185, 1.418], [1.565, 3.467, -5.763], [0.278, -4.921, 2.411], [1.898, -0.472, -1.981], [1.110, 1.605, 2.428], [-1.075, 0.346, 1.607], [-1.708, -0.560, 0.507], [-1.306, -0.188, -0.952], [-0.499, -5.459, 2.112], [1.073, 2.895, -5.267], [0.652, 2.431, 1.908], [0.178, -4.897, 3.348], [-1.525, -1.675, 0.733], [-2.808, -0.338, 0.598], [2.517, -1.094, -1.607], [2.154, 1.832, 2.389], [0.619, 1.618, 3.475], [0.919, 4.155, -6.100], [-0.551, -0.938, -1.264], [1.313, -0.052, -1.378], [-1.365, 1.429, 1.289], [-2.239, -0.379, -1.670], [-0.804, 0.894, -0.914], [-1.232, 0.115, 2.673]], "forces_ev_per_angstrom": [[-2.0, -0.3, 0.4], [0.9, 3.7, -2.7], [-1.1, -0.8, -1.4], [0.6, -0.2, -2.1], [-0.9, 1.0, 1.1], [1.4, 0.5, -2.2], [-1.2, -0.5, 1.0], [-0.2, 0.2, 0.0], [1.1, 0.7, 0.3], [-2.1, -2.4, 2.1], [-0.3, 0.5, -0.2], [0.0, 0.1, 1.1], [-0.3, 1.7, -0.4], [0.8, -0.6, 0.0], [-0.2, 0.1, 0.7], [0.7, 0.0, 0.7], [1.2, -0.5, -1.5], [1.2, -1.3, 0.7], [-0.3, 0.8, -0.1], [-0.3, 0.1, 1.4], [0.7, -1.7, 1.0], [2.1, 1.0, 1.4], [-1.4, -2.2, -0.7], [-0.5, 0.1, -0.7]], "mulliken_charge": [-0.039, -0.627, -0.634, -0.669, -0.864, -0.799, -0.378, -0.823, 0.322, 0.299, 0.272, 0.312, 0.296, 0.294, 0.322, 0.364, 0.260, 0.328, 0.199, 0.301, 0.321, 0.270, 0.261, 0.411], "e_tot_ev": -21383.71530, "smiles": "CCCSC.O.O.O", "homo_lumo_gap_ha": 0.345, "lumo_energy_ha": 0.02610}

# 4
{"formula": "C4H16O3S", "method": "ωB97M-V/def2-TZVPD", "species": ["S", "O", "O", "O", "C", "C", "C", "C", "H", "H", "H", "H", "H", "H", "H", "H", "H", "H", "H", "H", "H", "H", "H", "H"], "coordinates": [[0.494, 0.804, 2.103], [1.818, 2.363, -2.038], [-0.631, -3.272, -0.767], [-0.041, -1.660, 2.560], [-0.889, 0.900, -0.471], [-1.255, -0.021, -1.622], [-0.717, 0.163, 0.844], [1.870, 1.311, 0.985], [1.905, 1.458, -1.733], [-0.902, 0.283, -2.516], [1.700, 0.646, 0.193], [-2.393, -0.204, -1.568], [-1.719, 1.689, -0.356], [-1.391, -2.777, -0.834], [2.751, 1.052, 1.524], [-0.680, -4.060, -0.461], [0.971, 2.459, -2.474], [1.887, 2.392, 0.827], [-0.836, -1.024, -1.545], [0.858, -1.771, 2.672], [-0.013, 1.525, -0.657], [-0.677, -0.987, 0.513], [-1.567, 0.439, 1.443], [-0.543, -1.706, 3.378]], "forces_ev_per_angstrom": [[0.4, 0.9, -1.6], [0.5, 0.4, -0.1], [4.0, 7.0, -3.4], [-3.7, -1.3, -0.3], [-0.6, 2.1, 0.3], [-2.6, -1.7, 3.1], [0.0, -1.5, -0.5], [-0.8, 0.9, 2.2], [-0.2, -0.1, -0.1], [0.5, 1.5, -3.2], [0.4, -0.4, -1.5], [1.6, 0.4, -0.7], [1.1, -1.1, -0.2], [-2.8, 0.9, 0.1], [0.9, -0.3, 0.2], [-1.3, -8.0, 3.3], [-0.2, -0.2, 0.0], [-0.2, -0.4, -0.7], [0.4, 0.0, 0.4], [2.6, -0.3, 1.0], [0.0, -0.3, -0.3], [0.3, 2.5, 1.7], [-0.9, -1.0, 0.1], [0.6, -0.2, 0.2]], "mulliken_charge": [-0.112, -0.639, -0.567, -0.584, 0.118, -1.111, -0.546, -0.680, 0.366, 0.405, 0.023, 0.278, 0.285, 0.260, 0.403, 0.249, 0.309, 0.298, 0.209, 0.298, 0.032, 0.216, 0.209, 0.281], "e_tot_ev": -21382.46918, "smiles": "CCCSC.O.O.O", "homo_lumo_gap_ha": 0.314, "lumo_energy_ha": 0.02473}

Number 1: molecular weight 112.2 g/mol. Number 2: molecular weight 144.2 g/mol. Number 3: molecular weight 144.2 g/mol. Number 4: molecular weight 144.2 g/mol.